1.
Molecular formula: C3H3N3O
Method: DFT, the ωB97M-V functional and the def2-TZVPD basis

Atoms and positions in Å:
O1 2.079 -0.314 0.214
C1 0.765 -0.131 0.060
C2 0.304 1.195 -0.091
N1 -0.978 1.469 -0.104
N2 -1.849 0.461 -0.041
C3 -1.370 -0.767 -0.031
N3 -0.076 -1.144 0.046
H1 2.270 -1.262 0.283
H2 0.999 2.018 -0.211
H3 -2.151 -1.512 -0.127

HOMO	-9.72	eV
SMILES	Oc1cnncn1
frontier orbital gap	9.9	eV
energy above the lowest of the compared OMol25 structures with the same formula, charge and spin	108.51	kJ/mol



2.
Molecular formula: C3H3N3O2
Method: DFT, the ωB97M-V functional and the def2-TZVPD basis

Atoms and positions in Å:
O1 2.222 -1.691 0.538
C1 0.873 -1.722 0.942
N1 -0.200 -0.890 0.745
C2 -0.185 0.140 -0.197
N2 0.442 0.055 -1.291
N3 -0.040 1.274 -1.982
C3 -0.858 1.873 -1.145
O2 -0.905 1.314 0.144
H1 0.615 -2.419 1.898
H2 -0.642 -0.781 1.656
H3 -1.321 2.848 -1.309

HOMO	-10.23	eV
SMILES	O=CNc1nnco1
frontier orbital gap	10.3	eV
energy above the lowest of the compared OMol25 structures with the same formula, charge and spin	424.69	kJ/mol



3.
Molecular formula: C37H19IrN11Se
Method: DFT, the ωB97M-V functional and the def2-TZVPD basis

Atoms and positions in Å:
Ir1 -0.554 0.012 -0.001
C1 -0.960 -6.494 -0.437
C2 -1.148 -6.462 0.968
C3 -1.137 -5.218 1.583
C4 -0.947 -4.061 0.833
C5 -0.893 -2.668 1.205
N1 -0.948 -2.275 2.451
C6 -1.043 -1.012 2.783
C7 -1.206 -0.550 4.193
C8 -1.306 -1.217 5.387
C9 -1.461 -0.463 6.564
C10 -1.514 0.889 6.469
C11 -1.450 1.560 5.226
C12 -1.310 0.812 4.085
C13 -1.181 1.248 2.691
N2 -1.173 2.456 2.280
C14 -1.016 2.842 0.956
N3 -0.759 1.960 -0.100
C15 -0.491 2.701 -1.213
N4 -0.088 2.283 -2.416
C16 -0.055 1.037 -2.753
N5 -0.264 -0.057 -1.970
C17 -0.204 -1.253 -2.734
N6 -0.323 -2.458 -2.300
C18 -0.617 -2.804 -1.046
N7 -0.699 -1.951 0.123
C19 -0.848 -4.106 -0.521
C20 -0.804 -5.333 -1.164
C21 0.064 -0.819 -4.103
C22 0.215 -1.520 -5.264
C23 0.508 -0.810 -6.459
C24 0.589 0.565 -6.495
C25 0.389 1.301 -5.277
C26 0.138 0.607 -4.130
C27 -0.636 4.113 -0.891
C28 -0.595 5.311 -1.609
C29 -0.833 6.522 -1.027
C30 -1.135 6.551 0.362
C31 -1.185 5.416 1.087
C32 -0.968 4.156 0.486
N8 -0.889 0.114 1.945
H1 -0.941 -7.481 -0.912
H2 -1.211 -7.415 1.470
H3 -1.277 -5.172 2.683
H4 -1.265 -2.300 5.508
H5 -1.481 -0.936 7.552
H6 -1.658 1.493 7.366
H7 -1.503 2.640 5.144
H8 -0.586 -5.385 -2.203
H9 0.186 -2.580 -5.240
H10 0.627 -1.405 -7.338
H11 0.723 1.069 -7.438
H12 0.326 2.379 -5.253
H13 -0.340 5.303 -2.673
H14 -0.805 7.412 -1.610
H15 -1.363 7.511 0.841
H16 -1.401 5.464 2.140
Se1 3.480 -3.400 0.353
N9 4.681 -2.092 0.165
C33 3.998 -0.947 0.068
C34 4.563 0.340 -0.172
C35 3.724 1.438 -0.160
C36 2.335 1.259 -0.032
N10 1.773 0.067 0.119
C37 2.570 -1.046 0.179
N11 2.090 -2.279 0.324
H17 5.624 0.555 -0.292
H18 4.142 2.432 -0.260
H19 1.725 2.149 -0.096

spin multiplicity	5
HOMO (spin up / spin down)	-8.73 / -11.07	eV
frontier orbital gap (spin up / spin down)	4.5 / 5.9	eV
total charge	+1



4.
Molecular formula: C7H6NO3
Method: DFT, the ωB97M-V functional and the def2-TZVPD basis

Atoms and positions in Å:
C1 1.321 3.301 -0.526
C2 0.366 -1.386 0.352
C3 1.655 2.812 0.610
C4 -1.123 0.696 -0.226
C5 -1.195 1.224 1.040
C6 0.276 -2.454 -0.726
C7 -0.683 -1.515 -1.462
N1 -0.390 -0.510 -0.381
O1 -0.811 2.046 1.869
O2 0.991 -1.360 1.364
O3 -2.321 0.597 1.053
H1 2.216 2.277 1.509
H2 0.598 3.018 1.019
H3 1.311 -2.646 -1.138
H4 -0.309 -3.330 -0.393
H5 -0.158 -1.123 -2.345
H6 -1.745 -1.647 -1.618

spin multiplicity	3
HOMO (spin up / spin down)	-0.99 / -5.49	eV
frontier orbital gap (spin up / spin down)	4.8 / 8.2	eV
energy above the lowest of the compared OMol25 structures with the same formula, charge and spin	408.26	kJ/mol
total charge	-1



5.
Molecular formula: CH4O4
Method: DFT, the ωB97M-V functional and the def2-TZVPD basis

Atoms and positions in Å:
O1 -1.251 2.158 -1.394
C1 -0.767 1.193 -0.832
O2 0.045 1.318 0.190
O3 -0.921 -0.055 -1.180
H1 0.419 2.193 0.575
H2 -0.336 -0.652 -0.607
O4 1.101 -1.785 0.854
H3 0.591 -1.611 1.691
H4 1.120 -2.759 0.702

HOMO	-10.48	eV
SMILES	O=C(O)O.O
frontier orbital gap	10.7	eV
energy above the lowest of the compared OMol25 structures with the same formula, charge and spin	22.34	kJ/mol



6.
Molecular formula: C16H30GeNO5SY
Method: DFT, the ωB97M-V functional and the def2-TZVPD basis

Atoms and positions in Å:
Y1 0.704 -0.483 -0.532
O1 -2.100 0.272 2.074
S1 -1.129 -0.052 1.092
O2 -0.369 -1.350 1.203
O3 0.016 0.972 0.967
O4 -1.612 -0.049 -0.338
O5 0.980 -0.857 -2.806
C1 1.042 0.436 -3.502
C2 2.342 1.172 -3.236
C3 2.656 1.479 -1.751
C4 3.577 0.485 -1.061
C5 4.951 0.631 -1.120
C6 5.758 -0.270 -0.440
C7 5.177 -1.300 0.288
C8 3.803 -1.398 0.297
N1 3.021 -0.530 -0.370
H1 1.500 -1.509 -3.297
H2 0.174 0.997 -3.143
H3 0.903 0.255 -4.566
H4 2.274 2.111 -3.788
H5 3.176 0.618 -3.673
H6 1.726 1.625 -1.167
H7 3.140 2.452 -1.687
H8 5.386 1.448 -1.680
H9 6.834 -0.160 -0.466
H10 5.776 -2.008 0.841
H11 3.302 -2.187 0.845
C9 -6.191 5.038 2.413
C10 -5.122 3.982 2.166
C11 -5.437 3.121 0.947
C12 -4.425 1.979 0.717
Ge1 -2.620 2.636 0.687
C13 -1.845 3.148 -1.001
C14 -2.616 4.347 -1.619
C15 -2.040 5.706 -1.233
C16 -2.132 6.012 0.255
H12 -5.942 5.661 3.271
H13 -7.155 4.569 2.613
H14 -6.309 5.688 1.545
H15 -5.011 3.342 3.046
H16 -4.152 4.484 2.033
H17 -5.506 3.753 0.058
H18 -6.417 2.658 1.071
H19 -4.613 1.450 -0.219
H20 -4.484 1.253 1.529
H21 -1.936 3.115 1.957
H22 -1.943 2.276 -1.652
H23 -0.786 3.385 -0.878
H24 -3.676 4.316 -1.345
H25 -2.590 4.230 -2.703
H26 -2.586 6.470 -1.788
H27 -1.000 5.765 -1.567
H28 -3.173 6.078 0.580
H29 -1.659 6.963 0.496
H30 -1.626 5.257 0.866

HOMO	-15.90	eV
frontier orbital gap	9.3	eV
total charge	+2



7.
Molecular formula: C39H42Cl3GeN6O5PtS
Method: DFT, the ωB97M-V functional and the def2-TZVPD basis

Atoms and positions in Å:
Pt1 -1.095 -1.261 0.871
Cl1 -1.453 -8.471 2.195
C1 -1.535 -6.939 1.458
C2 -0.829 -5.870 2.035
C3 -0.897 -4.639 1.459
Cl2 -0.003 -3.345 2.157
C4 -1.687 -4.384 0.260
O1 -1.787 -3.266 -0.281
C5 -2.382 -5.546 -0.282
Cl3 -3.342 -5.316 -1.672
C6 -2.307 -6.777 0.303
H1 -0.236 -6.033 2.924
H2 -2.838 -7.619 -0.115
O2 1.920 0.455 1.342
C7 0.783 0.847 1.738
O3 -0.006 0.112 2.383
C8 0.433 2.267 1.363
C9 0.826 2.443 -0.095
Ge1 2.656 1.568 -0.210
C10 3.403 -0.057 -0.999
C11 3.861 -1.054 -0.131
C12 4.457 -2.203 -0.627
C13 4.596 -2.386 -1.996
C14 4.144 -1.408 -2.864
C15 3.563 -0.247 -2.368
C16 2.618 2.747 -2.133
C17 3.659 3.620 -2.345
C18 3.749 4.181 -3.619
C19 2.798 3.889 -4.585
C20 1.742 3.034 -4.302
C21 1.623 2.460 -3.039
C22 3.950 2.585 0.816
C23 3.682 3.914 1.149
C24 4.598 4.669 1.868
C25 5.802 4.100 2.260
C26 6.085 2.783 1.930
C27 5.168 2.032 1.208
H3 1.034 2.919 2.004
H4 -0.623 2.480 1.532
H5 0.831 3.475 -0.431
H6 0.179 1.868 -0.753
H7 3.738 -0.945 0.937
H8 4.811 -2.962 0.060
H9 5.059 -3.285 -2.381
H10 4.244 -1.541 -3.934
H11 3.233 0.503 -3.072
H12 4.400 3.838 -1.588
H13 4.569 4.851 -3.842
H14 2.875 4.341 -5.565
H15 0.992 2.818 -5.051
H16 0.784 1.815 -2.807
H17 2.751 4.376 0.837
H18 4.376 5.698 2.116
H19 6.522 4.687 2.815
H20 7.027 2.341 2.229
H21 5.411 1.010 0.945
C28 -4.331 1.292 1.971
N1 -3.618 1.047 3.222
C29 -4.088 1.852 4.346
C30 -2.850 -0.036 3.393
S1 -3.046 -1.401 2.340
N2 -2.020 -0.074 4.438
C31 -1.363 -1.309 4.844
C32 -1.357 1.121 4.951
H22 -4.475 2.369 1.881
H23 -5.307 0.802 1.980
H24 -3.754 0.935 1.124
H25 -5.174 1.919 4.279
H26 -3.678 2.862 4.322
H27 -3.829 1.377 5.288
H28 -2.044 -2.150 4.758
H29 -1.058 -1.194 5.884
H30 -0.478 -1.484 4.231
H31 -1.667 2.003 4.401
H32 -0.284 0.992 4.808
H33 -1.567 1.257 6.013
N3 0.385 -1.006 -0.658
C33 0.362 -1.529 -1.710
N4 0.416 -2.026 -2.871
C34 -0.458 -2.849 -3.385
N5 -1.221 -3.555 -3.900
O4 -1.633 1.468 -1.996
C35 -2.178 0.406 -1.751
O5 -2.512 -0.063 -0.598
C36 -2.612 -0.439 -2.974
N6 -3.236 -1.712 -2.463
C37 -4.653 -1.775 -2.933
C38 -5.002 -0.315 -3.180
C39 -3.714 0.230 -3.796
H34 -1.725 -0.671 -3.556
H35 -3.185 -1.563 -1.434
H36 -2.689 -2.545 -2.691
H37 -5.259 -2.273 -2.180
H38 -4.677 -2.352 -3.856
H39 -5.221 0.185 -2.234
H40 -5.866 -0.212 -3.832
H41 -3.621 1.312 -3.745
H42 -3.642 -0.071 -4.842

spin multiplicity	5
HOMO (spin up / spin down)	-10.19 / -10.69	eV
frontier orbital gap (spin up / spin down)	8.0 / 5.3	eV
energy above the lowest of the compared OMol25 structures with the same formula, charge and spin	53.87	kJ/mol
total charge	+1



8.
Molecular formula: C33H40MnN4P2S
Method: DFT, the ωB97M-V functional and the def2-TZVPD basis

Atoms and positions in Å:
Mn1 -1.056 -0.447 1.326
C1 4.903 1.511 0.853
C2 4.315 2.238 -0.108
C3 4.439 2.003 -1.585
C4 4.513 0.505 -2.006
C5 3.734 -0.517 -1.238
C6 4.110 -1.071 -0.076
C7 5.538 -0.946 0.389
C8 6.004 0.502 0.633
C9 -2.276 -2.108 1.325
H1 4.648 1.664 1.908
H2 3.813 3.181 0.139
H3 5.342 2.488 -2.002
H4 3.597 2.509 -2.095
H5 4.133 0.450 -3.038
H6 5.579 0.227 -2.045
H7 2.987 -1.015 -1.861
H8 3.482 -1.777 0.480
H9 6.192 -1.365 -0.397
H10 5.699 -1.553 1.294
H11 6.636 0.501 1.532
H12 6.655 0.813 -0.195
H13 -2.466 -2.123 2.417
H14 -1.928 -3.109 1.029
H15 -3.203 -1.862 0.785
P1 -0.437 -1.354 -0.853
P2 -0.836 1.542 -0.151
N1 0.600 -2.820 -0.568
N2 -1.455 -1.926 -2.198
N3 0.333 1.847 1.211
N4 -1.450 3.167 -0.164
C10 0.649 -0.166 -1.696
C11 0.267 1.326 -1.584
C12 0.653 -3.517 0.640
C13 1.352 -4.695 0.444
C14 1.793 -4.714 -0.915
C15 1.317 -3.549 -1.514
C16 -2.474 -2.878 -2.053
C17 -3.140 -3.010 -3.268
C18 -2.531 -2.102 -4.188
C19 -1.513 -1.449 -3.508
C20 0.300 1.014 2.349
C21 1.431 1.298 3.113
C22 2.177 2.291 2.430
C23 1.513 2.544 1.221
C24 -0.805 4.397 0.029
C25 -1.771 5.394 0.123
C26 -3.056 4.753 0.018
C27 -2.829 3.398 -0.154
H16 0.858 -0.451 -2.737
H17 1.577 -0.263 -1.122
H18 1.174 1.944 -1.473
H19 -0.252 1.674 -2.493
H20 0.160 -3.125 1.516
H21 1.505 -5.468 1.182
H22 2.372 -5.492 -1.391
H23 1.418 -3.175 -2.527
H24 -2.648 -3.353 -1.098
H25 -3.958 -3.681 -3.477
H26 -2.806 -1.954 -5.218
H27 -0.842 -0.675 -3.837
H28 -0.667 0.617 2.693
H29 1.674 0.834 4.064
H30 3.074 2.802 2.764
H31 1.774 3.180 0.380
H32 0.270 4.455 0.079
H33 -1.592 6.450 0.254
H34 -4.018 5.234 0.075
H35 -3.494 2.553 -0.222
S1 -3.079 0.830 2.322
C28 -4.629 0.110 2.215
C29 -5.420 0.299 1.053
C30 -6.746 -0.127 1.047
C31 -7.299 -0.752 2.173
C32 -6.503 -0.992 3.300
C33 -5.181 -0.562 3.335
H36 -4.987 0.810 0.195
H37 -7.366 0.036 0.164
H38 -8.352 -1.045 2.168
H39 -6.927 -1.504 4.163
H40 -4.567 -0.699 4.222

spin multiplicity	6
HOMO (spin up / spin down)	-6.02 / -6.99	eV
frontier orbital gap (spin up / spin down)	6.0 / 6.5	eV
energy above the lowest of the compared OMol25 structures with the same formula, charge and spin	44.38	kJ/mol



9.
Molecular formula: C4H6N2O
Method: DFT, the ωB97M-V functional and the def2-TZVPD basis

Atoms and positions in Å:
N1 -2.562 0.148 0.274
C1 -1.445 -0.350 0.207
C2 -0.254 -0.774 0.650
C3 1.018 -0.169 0.228
N2 1.294 1.168 0.617
C4 0.358 -0.206 -1.360
O1 0.416 -1.094 -2.156
H1 -3.182 0.054 -0.526
H2 -0.194 -1.758 1.090
H3 1.869 -0.845 0.286
H4 0.503 1.726 0.911
H5 2.034 1.240 1.302
H6 0.145 0.859 -1.523

HOMO	-8.23	eV
SMILES	N=C=C[C@H](N)C=O
frontier orbital gap	8.8	eV
energy above the lowest of the compared OMol25 structures with the same formula, charge and spin	363.91	kJ/mol



10.
Molecular formula: C7H2Cl5I2OSn
Method: DFT, the ωB97M-V functional and the def2-TZVPD basis

Atoms and positions in Å:
Sn1 -7.859 -12.436 3.910
I1 -12.136 -13.430 5.247
C1 -11.960 -15.397 5.302
I2 -7.235 -15.737 3.589
H1 -10.987 -15.869 5.148
H2 -12.826 -16.103 5.469
Cl1 -3.573 -6.608 2.767
C2 -4.818 -7.675 3.266
C3 -4.582 -9.050 3.188
Cl2 -3.145 -9.801 2.660
C4 -5.659 -9.868 3.477
Cl3 -5.397 -11.668 3.440
C5 -6.997 -9.441 3.838
O1 -7.989 -10.236 4.164
C6 -7.143 -8.028 3.967
Cl4 -8.654 -7.456 4.496
C7 -6.059 -7.172 3.644
Cl5 -6.303 -5.509 3.651

HOMO (spin up / spin down)	-10.99 / -10.99	eV
frontier orbital gap (spin up / spin down)	2.9 / 3.0	eV
energy above the lowest of the compared OMol25 structures with the same formula, charge and spin	334.11	kJ/mol
total charge	+1



11.
Molecular formula: C39H38HfN2O2P2S5Sb
Method: DFT, the ωB97M-V functional and the def2-TZVPD basis

Atoms and positions in Å:
Hf1 1.679 -0.989 1.849
C1 -1.892 0.436 4.882
C2 -1.540 1.745 5.174
C3 -0.400 2.272 4.603
C4 0.347 1.509 3.701
N1 -0.048 0.270 3.367
C5 -1.102 -0.261 3.991
C6 1.650 1.955 3.173
C7 2.082 3.266 3.389
C8 3.376 3.639 3.086
C9 4.251 2.691 2.573
C10 3.794 1.410 2.294
C11 2.477 0.999 2.553
H1 -2.744 -0.041 5.346
H2 -2.126 2.333 5.870
H3 -0.075 3.266 4.872
H4 -1.293 -1.305 3.785
H5 1.408 4.015 3.790
H6 3.706 4.658 3.259
H7 5.283 2.956 2.373
H8 4.486 0.704 1.860
N2 -1.325 -0.480 -1.178
P1 -0.948 -0.036 0.476
C12 -2.182 1.315 0.611
C13 -1.886 2.432 1.388
C14 -2.833 3.429 1.583
C15 -4.079 3.330 0.984
C16 -4.366 2.243 0.165
C17 -3.427 1.240 -0.017
C18 -1.940 -1.411 1.230
C19 -3.205 -1.303 1.809
C20 -3.814 -2.417 2.368
C21 -3.177 -3.652 2.349
C22 -1.932 -3.775 1.756
C23 -1.318 -2.656 1.211
P2 -0.373 -1.538 -2.179
C24 -1.757 -2.019 -3.325
C25 -2.311 -3.281 -3.105
C26 -3.289 -3.791 -3.948
C27 -3.723 -3.044 -5.035
C28 -3.191 -1.780 -5.257
C29 -2.216 -1.272 -4.409
C30 0.482 -0.388 -3.340
C31 1.299 -0.997 -4.295
C32 1.994 -0.241 -5.224
C33 1.872 1.145 -5.221
C34 1.057 1.759 -4.285
C35 0.368 0.995 -3.347
H9 -1.615 0.337 -1.704
H10 -0.906 2.520 1.835
H11 -2.595 4.284 2.205
H12 -4.824 4.098 1.149
H13 -5.330 2.172 -0.324
H14 -3.664 0.383 -0.636
H15 -3.708 -0.346 1.851
H16 -4.786 -2.317 2.837
H17 -3.652 -4.513 2.805
H18 -1.421 -4.730 1.725
H19 -0.356 -2.776 0.718
H20 -1.948 -3.870 -2.268
H21 -3.701 -4.777 -3.770
H22 -4.464 -3.449 -5.713
H23 -3.528 -1.194 -6.104
H24 -1.796 -0.292 -4.608
H25 1.395 -2.078 -4.293
H26 2.633 -0.727 -5.951
H27 2.419 1.739 -5.944
H28 0.951 2.837 -4.276
H29 -0.235 1.513 -2.613
S1 1.954 -3.654 0.205
Sb1 2.234 -4.344 2.809
S2 1.400 -2.297 3.895
S3 4.016 -1.714 1.132
S4 4.390 -4.568 3.441
C36 4.362 -2.918 -1.725
O1 3.293 -2.020 -1.485
C37 2.774 -2.039 -0.185
O2 1.822 -1.035 -0.088
H30 4.134 -3.910 -1.330
H31 5.282 -2.555 -1.260
H32 4.481 -2.965 -2.806
C38 2.073 4.034 -0.425
S5 1.667 2.270 -0.393
C39 3.207 1.698 -1.138
H33 2.285 4.344 -1.449
H34 2.937 4.221 0.213
H35 1.212 4.584 -0.044
H36 4.046 2.039 -0.533
H37 3.285 2.068 -2.162
H38 3.179 0.612 -1.150

HOMO	-4.00	eV
frontier orbital gap	6.1	eV
energy above the lowest of the compared OMol25 structures with the same formula, charge and spin	36.00	kJ/mol
total charge	-1



F_max, record by record: 0.504, 9.491, 2.824, 7.316, 4.235, 1.135, 0.776, 2.830, 4.283, 2.046, 2.442 eV/Å